C45H96O36 | ωB97M-V with the def2-TZVPD basis set

HOMO energy, eV: -8.5
E_LUMO, eV: 0.268

Structure (XYZ):
```
177
Properties=species:S:1:pos:R:3:forces:R:3
C -1.9764 0.3872 5.0634 0.27 -1.28 0.65
O -2.8781 1.3168 4.6188 -0.84 -0.05 -0.08
C -2.4836 2.6313 4.7532 -0.81 1.29 -0.49
C -3.6810 3.5305 4.4782 -2.03 0.40 0.89
O -4.6690 3.4797 5.5357 -0.25 -0.01 1.30
C -5.7541 4.4079 5.4755 0.31 0.35 -2.21
C -6.7814 4.2093 6.5550 1.06 -0.25 0.52
O -7.8947 5.0839 6.4040 1.53 -0.29 -0.69
C -8.7514 4.8725 7.4528 -1.08 0.51 1.91
H -1.3821 0.6538 5.9374 -0.28 0.69 0.76
H -1.1568 0.1943 4.3713 -4.25 -0.05 0.72
H -2.4829 -0.5372 5.3411 -0.21 -0.02 -0.22
H -1.7513 2.9698 4.0203 0.40 -0.35 -0.47
H -2.0109 2.8186 5.7174 -0.29 0.11 0.42
H -4.3428 3.2466 3.6600 1.09 -0.34 -0.97
H -3.3688 4.5655 4.3387 0.25 0.17 -0.01
H -6.3255 4.4216 4.5474 -0.01 -1.09 -0.74
H -5.3621 5.4165 5.3445 0.24 0.50 1.16
H -6.2091 4.3376 7.4738 -0.45 0.57 0.68
H -7.1092 3.1725 6.6306 -0.12 -0.23 -0.53
H -8.2017 4.6948 8.3772 0.17 -0.39 0.15
H -9.4867 4.0776 7.3275 0.13 -0.34 -0.34
H -9.3141 5.7666 7.7210 -0.10 0.29 -0.60
C -1.9289 -4.9943 4.7884 -0.42 -0.32 0.88
O -2.6152 -5.2794 3.6253 -0.91 0.20 -0.71
C -2.2427 -6.4950 3.0492 -0.25 -0.23 -1.06
C -0.9503 -6.4765 2.2557 2.51 0.72 -0.25
O -0.9694 -5.6742 1.0767 -1.37 0.99 -0.32
C 0.2193 -5.2589 0.4227 1.27 -1.43 1.40
C 1.4518 -4.9232 1.3194 0.19 0.64 -0.05
O 1.2688 -3.9424 2.3538 0.37 -0.69 2.15
C 2.3666 -3.7979 3.3424 -0.02 -2.41 -0.33
H -0.9931 -4.5107 4.5086 0.33 -0.13 0.81
H -1.9176 -5.9128 5.3753 1.29 -0.43 0.03
H -2.5507 -4.4477 5.4974 -0.02 1.06 -0.59
H -3.0943 -6.7665 2.4255 0.16 -0.09 -0.32
H -2.1622 -7.2812 3.7998 0.17 -0.12 0.26
H -0.4634 -7.4376 2.0904 -1.09 -1.01 -0.72
H -0.0914 -6.1461 2.8398 -0.31 0.99 0.92
H 0.1571 -4.5456 -0.3992 -1.29 0.38 0.69
H 0.5755 -6.1446 -0.1033 0.43 -0.36 -0.26
H 2.1766 -4.4749 0.6397 -0.81 -0.54 0.07
H 1.9099 -5.8525 1.6581 -0.06 0.00 0.56
H 3.3252 -3.6819 2.8367 -0.21 0.14 0.06
H 2.5301 -4.6318 4.0250 -0.57 -0.91 -0.40
H 2.2248 -2.9855 4.0552 -0.33 -1.24 -0.04
C -0.1774 0.4743 -3.6436 0.87 1.99 1.77
O -0.2055 0.2536 -2.1933 -0.02 -0.53 -0.36
C 0.6362 1.0883 -1.3625 -0.66 -1.74 -0.46
C 0.4965 0.5537 0.0259 0.80 -1.54 0.42
O 1.2991 -0.7099 0.0809 -1.78 2.44 1.71
C 1.0538 -1.6429 1.1314 1.11 0.44 1.17
C 1.9478 -1.3543 2.4057 -3.84 -0.33 -5.32
O 1.4813 -0.2236 3.0732 -4.16 5.09 -4.94
C 0.1079 -0.2191 3.5150 2.25 -1.19 -2.13
H 0.8377 0.2254 -3.9530 -2.15 0.32 0.71
H -0.2408 1.5454 -3.8355 -0.57 -1.70 0.21
H -1.0062 -0.0085 -4.1612 0.51 -0.28 0.31
H 0.3727 2.1456 -1.3341 0.17 -2.09 0.39
H 1.6453 0.9520 -1.7513 -2.41 1.38 2.15
H -0.5715 0.4286 0.2043 -0.10 -0.83 0.11
H 0.8221 1.2611 0.7885 0.48 -0.07 0.01
H 1.4150 -2.5563 0.6587 0.10 0.21 1.19
H -0.0111 -1.7412 1.3422 -0.18 -0.14 0.00
H 2.9360 -1.1532 1.9920 -2.73 0.07 -0.50
H 2.0653 -2.0782 3.2120 -1.15 0.81 -2.57
H -0.1083 0.4028 4.3837 3.39 0.82 -0.99
H -0.1212 -1.2106 3.9055 -0.32 -0.54 -0.11
H -0.5721 -0.0352 2.6833 -0.04 0.31 0.15
C 4.5338 -2.1276 1.3266 0.20 -0.38 0.38
O 4.4690 -3.5087 1.0197 1.67 0.08 2.61
C 3.8248 -3.9117 0.0252 0.48 -1.98 -4.81
O 3.2625 -3.2573 -0.8109 -0.09 1.02 0.04
O 4.0396 -5.2349 -0.1487 0.41 -0.44 0.31
C 3.6863 -5.9148 -1.3860 -0.59 1.27 0.41
H 5.5216 -1.7321 1.0899 -0.27 -0.61 0.12
H 4.3388 -2.1429 2.3989 0.68 0.05 -0.53
H 3.7247 -1.5641 0.8620 0.75 -0.24 -0.78
H 2.9795 -6.6914 -1.0940 0.59 -0.43 -0.21
H 4.6144 -6.1827 -1.8909 -0.20 -0.54 0.32
H 3.1392 -5.2673 -2.0713 0.05 0.32 0.18
C 3.2469 0.3049 -2.3418 -1.22 -0.47 -3.57
O 3.8258 -0.0127 -3.5794 1.44 -1.46 -0.27
C 3.9216 0.7810 -4.5923 0.00 1.58 -0.28
O 4.4655 0.4768 -5.6062 0.94 -0.10 -1.01
O 3.3125 1.9601 -4.3844 -1.15 0.37 0.56
C 3.0918 2.8081 -5.5157 0.76 0.81 -0.35
H 3.1595 -0.6622 -1.8467 -0.23 0.42 -0.26
H 2.2629 0.7268 -2.5461 1.71 -1.07 -1.79
H 3.6797 1.0872 -1.7183 -0.80 -2.15 -6.55
H 2.4405 2.3683 -6.2710 1.39 -0.07 0.12
H 4.0804 3.1530 -5.8187 -0.18 -0.20 -0.68
H 2.5322 3.7113 -5.2724 0.06 -0.15 1.06
C -3.7175 -0.0315 -3.7283 0.74 -0.24 -1.72
O -4.1753 1.1718 -3.1973 -1.61 0.68 1.69
C -3.8258 2.3454 -3.6245 -0.30 2.12 -2.39
O -3.0899 2.5567 -4.6008 -2.08 -0.30 2.17
O -4.5675 3.3413 -2.9328 1.27 -2.59 0.14
C -4.5339 4.6819 -3.3900 0.08 -0.42 -1.68
H -4.3222 -0.9075 -3.4936 -0.86 1.90 0.56
H -2.7185 -0.2904 -3.3774 -0.32 0.79 -0.14
H -3.7365 0.0234 -4.8167 0.33 0.15 -0.18
H -5.5313 4.8612 -3.7914 0.01 0.31 0.02
H -3.8276 4.6706 -4.2201 0.06 0.63 -0.02
H -4.2886 5.4549 -2.6618 0.17 -0.63 0.39
C 3.0701 3.4090 0.7529 1.23 -1.66 -0.19
O 4.1909 2.8373 0.0404 0.34 -1.60 -1.25
C 4.0966 1.5744 -0.4924 -2.47 -0.14 5.19
O 3.0555 0.7944 -0.3767 4.65 4.99 5.55
O 5.2244 1.2517 -1.1250 1.68 1.18 1.56
C 5.6152 -0.1348 -1.0889 -0.93 -0.96 0.32
H 2.1542 3.6127 0.1982 4.77 -2.43 -0.10
H 3.3449 4.3934 1.1317 0.71 -0.25 0.12
H 2.8002 2.7095 1.5442 0.00 0.13 0.33
H 4.7975 -0.7090 -1.5245 0.71 -0.17 0.12
H 5.6816 -0.4588 -0.0502 0.30 0.46 -0.28
H 6.5288 -0.3646 -1.6371 -0.05 0.87 0.01
C -5.5379 -1.1471 0.1841 0.55 -0.10 1.90
O -4.4093 -0.7361 -0.5654 1.33 1.45 -0.20
C -3.7810 0.4667 -0.2875 -1.31 3.54 0.17
O -4.1943 1.4158 0.4078 0.28 -3.14 -0.87
O -2.7082 0.6202 -1.0444 -0.36 -2.98 -0.57
C -2.0892 1.8776 -1.3397 -1.42 -0.69 2.25
H -5.4629 -0.7563 1.1989 -0.16 0.56 -0.04
H -5.3834 -2.2072 0.3850 -0.43 -0.19 -0.69
H -6.5192 -0.8837 -0.2106 0.34 -0.04 -0.45
H -1.1287 1.7346 -1.8347 -2.64 -1.23 0.04
H -1.8499 2.2907 -0.3598 -0.23 0.01 0.09
H -2.7665 2.5880 -1.8137 -0.30 -1.23 0.41
C 0.8901 -2.5577 -1.5430 -0.20 0.60 -0.59
O -0.4002 -2.5690 -2.1590 -0.56 -0.20 -0.75
C -0.5085 -2.2886 -3.4560 2.75 -0.37 -0.06
O 0.4680 -2.1084 -4.2182 -3.40 -1.42 2.20
O -1.7799 -2.2433 -3.8320 -0.09 -0.04 -1.27
C -2.9053 -2.4047 -2.9600 0.87 -1.08 1.74
H 1.5567 -3.3641 -1.8488 -0.80 -0.06 -0.11
H 0.6481 -2.4701 -0.4839 -0.25 -1.34 -1.72
H 1.3912 -1.5986 -1.6741 -0.21 -0.56 -0.88
H -2.9085 -3.3531 -2.4227 0.11 -0.52 -0.67
H -3.8093 -2.2332 -3.5444 0.79 -1.11 0.12
H -2.8493 -1.7155 -2.1175 -0.05 0.25 -0.33
C 6.6027 0.3621 2.5852 2.28 0.70 2.31
O 5.2765 -0.0470 2.5368 -2.40 -0.19 1.44
C 4.6245 -0.4048 3.7461 3.44 0.86 3.82
O 5.1196 -0.4319 4.9049 -0.34 0.50 -4.12
O 3.3990 -0.7285 3.5302 3.98 1.82 3.52
C 2.5342 -0.8752 4.6518 1.09 -0.39 5.27
H 7.2322 -0.3286 3.1461 -0.06 -0.71 -0.39
H 6.7712 1.2271 3.2267 -0.68 0.49 0.00
H 7.1216 0.6401 1.6678 -1.02 -0.54 -0.58
H 2.8443 -1.6908 5.3050 0.64 -0.17 -0.14
H 1.4839 -0.9035 4.3616 2.01 -1.50 2.39
H 2.5987 -0.0043 5.3040 0.25 0.24 -0.18
C 0.8708 4.1908 0.0918 -5.14 0.65 -0.82
O 1.0745 3.7532 -1.2495 -1.09 1.53 -2.68
C -0.0906 3.4747 -2.0625 -1.57 3.59 -0.55
O -1.2822 3.6404 -1.7629 5.59 4.06 -0.94
O 0.3413 3.1480 -3.2642 1.71 0.60 1.19
C -0.3606 3.2364 -4.5058 -0.76 2.51 -1.09
H 0.8637 3.2110 0.5692 -1.01 0.73 1.35
H -0.1194 4.6446 0.1322 -0.10 0.19 0.20
H 1.6579 4.8579 0.4432 -1.35 0.71 -0.36
H -0.3295 4.2818 -4.8129 0.28 0.46 0.16
H -1.4346 3.0505 -4.5068 0.72 -0.59 0.52
H 0.1795 2.7295 -5.3055 -0.19 -0.15 1.10
C 1.5826 -0.2758 -5.5691 3.00 -0.64 -1.98
O 1.1037 1.0609 -5.9623 -1.40 -1.40 -1.62
C 0.7908 1.2961 -7.2882 1.58 -3.63 -3.02
O 1.0466 0.5235 -8.2856 -1.29 3.45 4.53
O 0.2410 2.5103 -7.3615 0.77 0.66 0.16
C -0.0346 3.1508 -8.6372 -0.99 -1.52 -0.43
H 1.0965 -1.1639 -5.9729 -0.59 0.94 -0.05
H 1.7586 -0.3999 -4.5006 -0.32 0.05 -1.09
H 2.6334 -0.3402 -5.8517 -0.44 -0.06 -1.19
H 0.7847 3.2933 -9.3419 0.49 -0.20 0.66
H -0.5566 4.0949 -8.4813 0.24 -0.20 0.54
H -0.7229 2.4441 -9.1007 -0.10 0.31 -0.44
```
Positions in Å, forces in eV/Å.